# 1
{
  "formula": "C30H31N4PPdS3",
  "method": "wB97M-V/def2-TZVPD",
  "species": ["Pd", "S", "C", "N", "C", "C", "C", "C", "C", "C", "S", "H", "H", "H", "H", "N", "P", "C", "C", "C", "C", "C", "C", "C", "C", "C", "C", "C", "C", "C", "C", "C", "C", "C", "C", "H", "H", "H", "H", "H", "H", "H", "H", "H", "H", "H", "H", "H", "H", "H", "C", "N", "C", "C", "S", "N", "C", "C", "H", "H", "H", "H", "H", "H", "H", "H", "H", "H", "H", "H"],
  "positions_angstrom": [[1.06, -0.74, 0.41], [2.91, 0.78, 1.00], [1.90, 2.17, 1.04], [0.61, 2.20, 0.93], [0.12, 3.49, 1.03], [-1.22, 3.86, 0.96], [-1.57, 5.19, 1.10], [-0.60, 6.17, 1.31], [0.74, 5.83, 1.38], [1.09, 4.49, 1.24], [2.66, 3.75, 1.28], [-1.96, 3.09, 0.79], [-2.61, 5.47, 1.04], [-0.90, 7.20, 1.41], [1.50, 6.59, 1.53], [1.49, -0.70, -1.53], [0.17, -1.27, -2.25], [-0.50, -2.77, -1.48], [0.42, -3.67, -0.94], [-0.03, -4.84, -0.34], [-1.39, -5.11, -0.27], [-2.30, -4.22, -0.81], [-1.86, -3.05, -1.42], [0.49, -1.70, -3.98], [-0.42, -2.45, -4.72], [-0.15, -2.74, -6.05], [1.03, -2.28, -6.63], [1.93, -1.54, -5.89], [1.67, -1.25, -4.56], [-1.18, -0.07, -2.28], [-1.87, 0.21, -1.10], [-2.87, 1.17, -1.09], [-3.18, 1.87, -2.25], [-2.49, 1.60, -3.42], [-1.49, 0.63, -3.44], [1.48, -3.45, -0.98], [0.69, -5.53, 0.09], [-1.73, -6.02, 0.21], [-3.36, -4.43, -0.75], [-2.58, -2.36, -1.83], [-1.33, -2.82, -4.27], [-0.85, -3.33, -6.63], [1.24, -2.52, -7.67], [2.85, -1.19, -6.34], [2.36, -0.68, -3.95], [-1.62, -0.31, -0.18], [-3.41, 1.37, -0.17], [-3.96, 2.62, -2.24], [-2.72, 2.15, -4.32], [-0.96, 0.43, -4.36], [-1.20, 0.84, 3.48], [0.19, 0.57, 3.86], [0.96, 1.76, 4.23], [0.77, -0.59, 3.52], [0.00, -1.69, 2.44], [1.96, -0.88, 4.09], [2.28, -0.49, 5.45], [2.80, -1.94, 3.56], [-1.56, 1.66, 4.10], [-1.81, -0.04, 3.64], [-1.25, 1.13, 2.43], [0.60, 2.59, 3.63], [2.01, 1.60, 3.99], [0.85, 2.00, 5.28], [1.44, 0.02, 5.91], [3.15, 0.16, 5.48], [2.49, -1.39, 6.03], [2.77, -1.93, 2.47], [2.48, -2.92, 3.91], [3.82, -1.75, 3.89]],
  "mulliken_charge": [0.22, -0.28, 0.32, 0.20, -0.97, -0.10, -0.77, -0.40, -0.54, 0.96, -0.29, 0.29, 0.39, 0.37, 0.39, -0.86, 1.73, 0.39, -0.49, -0.69, -0.46, -0.82, -0.10, -0.16, -0.23, -0.71, -0.41, -0.68, -0.36, 0.59, -0.15, -0.92, -0.55, -0.72, -0.49, 0.39, 0.43, 0.41, 0.41, 0.44, 0.36, 0.40, 0.39, 0.40, 0.48, 0.37, 0.51, 0.39, 0.42, 0.39, -1.14, 0.28, -1.36, 0.12, -0.43, 0.37, -1.22, -1.03, 0.38, 0.47, 0.27, 0.46, 0.46, 0.34, 0.40, 0.32, 0.42, 0.32, 0.32, 0.36],
  "multiplicity": 3,
  "relative_energy_kj_mol": 29.54,
  "total_energy_ha": -3044.5930,
  "s2": 2.012,
  "e_homo_ev": [-6.909, -6.977],
  "homo_lumo_gap_ev": [7.52, 6.09]
}


# 2
{
  "formula": "C34H37MoN3OP2S2",
  "method": "wB97M-V/def2-TZVPD",
  "species": ["Mo", "S", "P", "C", "P", "S", "C", "C", "C", "C", "C", "C", "C", "C", "C", "C", "C", "C", "C", "C", "C", "C", "C", "C", "C", "C", "C", "C", "C", "C", "H", "H", "H", "H", "H", "H", "H", "H", "H", "H", "H", "H", "H", "H", "H", "H", "H", "H", "H", "H", "C", "N", "C", "C", "O", "N", "C", "N", "H", "H", "H", "H", "H", "H", "H", "C", "C", "C", "C", "C", "H", "H", "H", "H", "H", "H", "H", "H", "H", "H"],
  "positions_angstrom": [[-5.03, -10.67, 15.04], [-6.63, -9.15, 16.00], [-7.31, -10.96, 16.61], [-6.00, -12.07, 16.08], [-6.35, -13.23, 14.76], [-6.41, -11.94, 13.20], [-7.90, -14.12, 14.97], [-8.02, -14.91, 16.11], [-9.11, -15.71, 16.35], [-10.14, -15.75, 15.43], [-10.01, -15.03, 14.24], [-8.89, -14.24, 13.98], [-5.01, -14.46, 14.68], [-5.15, -15.56, 13.84], [-4.15, -16.52, 13.80], [-3.05, -16.42, 14.64], [-2.91, -15.32, 15.48], [-3.88, -14.34, 15.51], [-7.51, -11.07, 18.39], [-8.51, -10.35, 19.02], [-8.77, -10.58, 20.36], [-8.03, -11.53, 21.05], [-7.03, -12.24, 20.41], [-6.76, -12.01, 19.08], [-8.94, -11.19, 15.90], [-9.85, -12.00, 16.56], [-11.09, -12.25, 16.00], [-11.44, -11.72, 14.78], [-10.56, -10.86, 14.14], [-9.31, -10.60, 14.70], [-7.21, -14.95, 16.83], [-9.11, -16.33, 17.23], [-11.00, -16.37, 15.60], [-10.76, -15.17, 13.49], [-8.81, -13.69, 13.05], [-6.01, -15.66, 13.21], [-4.27, -17.33, 13.11], [-2.28, -17.17, 14.60], [-2.04, -15.18, 16.11], [-3.78, -13.52, 16.20], [-9.13, -9.67, 18.43], [-9.55, -10.02, 20.86], [-8.26, -11.72, 22.07], [-6.41, -12.92, 20.96], [-5.95, -12.53, 18.57], [-9.60, -12.45, 17.51], [-11.82, -12.82, 16.54], [-12.40, -11.95, 14.36], [-10.86, -10.34, 13.23], [-8.65, -9.89, 14.20], [-2.27, -5.73, 16.67], [-2.65, -7.13, 16.41], [-2.34, -8.25, 17.27], [-3.17, -9.32, 16.61], [-3.44, -10.44, 17.01], [-3.71, -8.84, 15.47], [-3.49, -7.52, 15.45], [-4.12, -6.69, 14.62], [-1.40, -5.71, 17.33], [-3.10, -5.18, 17.10], [-1.95, -5.25, 15.75], [-2.66, -8.07, 18.28], [-1.28, -8.50, 17.30], [-4.74, -7.08, 13.94], [-3.95, -5.70, 14.58], [-1.66, -11.89, 12.98], [-2.68, -10.81, 12.80], [-3.38, -10.99, 11.46], [-2.05, -9.46, 12.82], [-3.69, -11.02, 13.88], [-0.90, -11.86, 12.18], [-2.09, -12.90, 12.97], [-1.08, -11.74, 13.89], [-2.68, -10.82, 10.65], [-4.15, -10.21, 11.37], [-3.80, -11.97, 11.36], [-1.39, -9.43, 11.93], [-1.44, -9.29, 13.71], [-2.79, -8.66, 12.72], [-3.95, -12.07, 14.19]],
  "mulliken_charge": [-1.42, -0.78, 2.64, -0.12, 0.73, -0.39, 1.03, -0.56, -0.70, -0.57, -0.75, -0.54, 0.87, -0.74, -0.63, -0.63, -0.69, -0.24, 0.29, -0.16, -0.72, -0.50, -0.88, -0.49, 0.19, -0.41, -0.87, -0.54, -0.85, -0.24, 0.33, 0.51, 0.47, 0.51, 0.45, 0.49, 0.47, 0.44, 0.46, 0.30, 0.44, 0.43, 0.46, 0.46, 0.57, 0.49, 0.46, 0.51, 0.46, 0.26, -1.10, 0.05, -0.45, 0.09, -0.45, 0.16, 0.17, -0.33, 0.37, 0.37, 0.39, 0.42, 0.35, 0.17, 0.22, -1.81, 2.83, -1.72, -1.65, -0.11, 0.45, 0.40, 0.42, 0.46, 0.38, 0.39, 0.51, 0.30, 0.30, 0.15],
  "total_charge": 2,
  "multiplicity": 1,
  "relative_energy_kj_mol": 0.00,
  "total_energy_ha": -3104.1038,
  "e_homo_ev": [-13.721, -13.721],
  "homo_lumo_gap_ev": [6.81, 6.81]
}


# 3
{
  "formula": "C7H11NO2S",
  "method": "wB97M-V/def2-TZVPD",
  "species": ["C", "C", "C", "C", "C", "C", "C", "N", "O", "O", "S", "H", "H", "H", "H", "H", "H", "H", "H", "H", "H", "H"],
  "positions_angstrom": [[-0.44, 1.43, -0.56], [-0.06, -0.87, -0.81], [1.78, 1.33, -0.65], [-1.31, 2.51, -0.07], [-1.16, 3.32, 1.14], [0.30, -3.90, -0.08], [0.18, -2.64, 0.85], [0.77, 1.30, 0.11], [0.78, -1.00, -1.62], [-0.50, -1.47, 0.13], [-2.49, 2.99, -1.16], [-0.58, 1.30, -1.62], [1.70, 1.49, -1.78], [2.75, 1.12, -0.14], [-0.16, 3.26, 1.60], [-1.90, 3.16, 1.82], [-1.21, 4.34, 0.81], [-0.57, -4.04, -0.77], [1.17, -3.92, -0.62], [0.22, -4.73, 0.62], [1.08, -2.14, 1.09], [-0.35, -2.84, 1.72]],
  "mulliken_charge": [-0.44, 0.68, -0.33, 0.45, -1.15, -0.99, -0.36, -0.46, -0.45, -0.35, -0.29, 0.50, 0.25, 0.29, 0.32, 0.32, 0.36, 0.30, 0.33, 0.35, 0.34, 0.32],
  "multiplicity": 1,
  "relative_energy_kj_mol": 444.53,
  "total_energy_ha": -876.5563,
  "e_homo_ev": [-7.835, -7.695],
  "homo_lumo_gap_ev": [7.48, 6.60]
}


# 4
{
  "formula": "C35H92FN2O11P4S9",
  "method": "wB97M-V/def2-TZVPD",
  "species": ["C", "C", "C", "C", "N", "C", "P", "C", "C", "C", "C", "C", "O", "F", "N", "C", "P", "C", "C", "C", "P", "C", "C", "P", "C", "O", "H", "H", "H", "H", "H", "H", "H", "H", "H", "H", "H", "H", "H", "H", "H", "H", "H", "H", "H", "H", "H", "H", "H", "H", "H", "H", "H", "H", "H", "H", "H", "H", "H", "H", "H", "H", "H", "H", "C", "S", "O", "C", "H", "H", "H", "H", "H", "H", "C", "S", "O", "C", "H", "H", "H", "H", "H", "H", "C", "S", "O", "C", "H", "H", "H", "H", "H", "H", "C", "S", "O", "C", "H", "H", "H", "H", "H", "H", "C", "S", "O", "C", "H", "H", "H", "H", "H", "H", "C", "S", "O", "C", "H", "H", "H", "H", "H", "H", "C", "S", "O", "C", "H", "H", "H", "H", "H", "H", "C", "S", "O", "C", "H", "H", "H", "H", "H", "H", "C", "S", "O", "C", "H", "H", "H", "H", "H", "H"],
  "positions_angstrom": [[-0.24, 1.53, 0.40], [-1.76, 0.98, 0.58], [-1.59, -0.61, 1.04], [-2.93, 1.39, -0.40], [-3.05, 1.00, -1.83], [-2.95, -0.53, -2.07], [-4.32, -1.23, -3.20], [-3.87, -2.85, -4.07], [-5.86, -1.64, -2.08], [-1.41, -0.89, -2.45], [-1.01, -2.49, -2.35], [0.60, -2.71, -1.98], [1.04, -2.78, -0.71], [1.52, -2.87, -3.17], [-0.91, -0.22, -3.75], [-0.97, 1.27, -3.48], [-0.25, 2.33, -4.95], [1.12, 3.49, -4.22], [0.68, 1.21, -6.20], [-2.40, 1.83, -2.91], [-3.58, 1.95, -4.46], [-3.17, 0.73, -5.83], [-3.51, 3.67, -5.27], [-2.27, 3.73, -2.55], [-4.02, 4.41, -2.01], [-1.27, 4.10, -1.20], [-0.11, 2.70, 0.63], [0.34, 1.18, -0.55], [0.37, 1.03, 1.30], [-2.08, 1.48, 1.63], [-2.62, -1.18, 1.05], [-1.19, -0.64, 2.16], [-0.80, -1.20, 0.41], [-3.18, 2.53, -0.15], [-3.90, 0.86, 0.09], [-4.09, 1.15, -2.05], [-3.29, -0.99, -1.02], [-4.85, -3.39, -4.47], [-3.32, -3.65, -3.39], [-3.23, -2.59, -5.03], [-6.77, -2.03, -2.70], [-5.45, -2.44, -1.30], [-6.13, -0.68, -1.42], [-0.73, -0.38, -1.61], [-1.19, -3.10, -3.34], [-1.60, -2.98, -1.44], [0.07, -0.53, -3.95], [-0.17, 1.47, -2.62], [1.42, 3.07, -3.15], [2.10, 3.50, -4.87], [0.70, 4.59, -4.13], [1.72, 0.84, -5.78], [0.03, 0.31, -6.61], [0.95, 1.86, -7.17], [-2.34, 1.14, -6.57], [-4.15, 0.60, -6.51], [-2.85, -0.35, -5.53], [-2.45, 4.14, -5.40], [-4.23, 4.48, -4.78], [-3.93, 3.54, -6.38], [-4.74, 3.46, -2.12], [-4.04, 4.73, -0.87], [-4.43, 5.23, -2.74], [-1.82, 4.65, -0.55], [-3.82, -3.68, 3.12], [-5.34, -3.75, 2.14], [-5.53, -2.40, 1.51], [-6.46, -3.85, 3.56], [-2.97, -3.57, 2.43], [-3.84, -2.82, 3.79], [-3.70, -4.60, 3.69], [-6.32, -2.98, 4.21], [-6.26, -4.77, 4.12], [-7.49, -3.87, 3.19], [3.21, -4.60, 0.69], [2.85, -6.30, 0.18], [2.99, -7.17, 1.39], [4.35, -6.51, -0.82], [2.41, -4.27, 1.36], [4.16, -4.56, 1.22], [3.23, -3.95, -0.19], [5.23, -6.35, -0.20], [4.34, -5.80, -1.65], [4.36, -7.53, -1.21], [-0.66, 3.08, 4.71], [-2.45, 3.25, 4.59], [-2.83, 3.11, 3.14], [-2.49, 5.02, 4.98], [-0.39, 2.05, 4.46], [-0.17, 3.76, 4.00], [-0.34, 3.30, 5.73], [-1.89, 5.58, 4.26], [-2.11, 5.17, 5.99], [-3.53, 5.36, 4.93], [9.84, -5.74, 0.28], [8.05, -5.57, 0.16], [7.67, -5.71, -1.29], [8.01, -3.80, 0.55], [10.11, -6.78, 0.03], [10.33, -5.07, -0.43], [10.16, -5.53, 1.30], [8.61, -3.25, -0.17], [8.39, -3.65, 1.56], [6.97, -3.46, 0.50], [6.84, 3.58, -3.62], [5.05, 3.76, -3.74], [4.67, 3.61, -5.18], [5.01, 5.52, -3.34], [7.11, 2.55, -3.87], [7.33, 4.26, -4.32], [7.16, 3.80, -2.60], [5.61, 6.08, -4.06], [5.39, 5.68, -2.33], [3.97, 5.87, -3.39], [-3.03, -8.30, 5.38], [-4.55, -8.38, 4.41], [-4.75, -7.03, 3.77], [-5.67, -8.48, 5.82], [-2.18, -8.20, 4.70], [-3.06, -7.45, 6.06], [-2.92, -9.23, 5.95], [-5.54, -7.61, 6.47], [-5.47, -9.40, 6.38], [-6.70, -8.50, 5.45], [1.75, 6.98, 1.28], [0.18, 6.76, 2.16], [0.50, 6.41, 3.58], [-0.29, 5.23, 1.31], [2.24, 7.87, 1.67], [2.39, 6.11, 1.43], [1.55, 7.12, 0.21], [0.48, 4.47, 1.47], [-0.42, 5.43, 0.25], [-1.24, 4.88, 1.73], [1.19, -9.13, 5.60], [1.09, -7.40, 6.10], [-0.36, -7.02, 6.13], [1.80, -6.73, 4.58], [0.76, -9.75, 6.40], [0.62, -9.29, 4.68], [2.23, -9.41, 5.45], [1.19, -7.03, 3.72], [2.82, -7.08, 4.46], [1.80, -5.64, 4.65], [2.79, 11.47, 1.23], [3.03, 10.53, -0.30], [2.95, 9.07, 0.05], [4.78, 10.95, -0.49], [1.76, 11.32, 1.57], [3.48, 11.11, 2.00], [2.96, 12.53, 1.04], [5.34, 10.63, 0.38], [4.88, 12.03, -0.63], [5.16, 10.43, -1.38]],
  "mulliken_charge": [-0.11, 1.00, -0.75, -0.59, -0.01, 0.36, 0.25, -0.93, -0.79, -0.10, -0.41, 0.39, -0.46, -0.29, -0.05, -0.04, 0.35, -0.81, -1.16, -1.11, 0.36, -0.73, -0.83, 0.21, -0.93, -0.33, -0.73, 0.08, 0.56, -0.04, -0.06, 0.49, 0.02, 0.08, 0.44, 0.62, 0.08, 0.40, 0.24, 0.26, 0.42, 0.20, 0.27, -0.61, 0.43, 0.27, 0.47, -0.04, 0.21, 0.39, 0.29, 0.34, 0.31, 0.37, 0.28, 0.37, 0.00, 0.29, 0.30, 0.42, 0.29, 0.34, 0.30, 0.11, -0.79, 0.57, -0.61, -0.94, 0.17, 0.31, 0.36, 0.31, 0.31, 0.33, -0.89, 0.50, -0.61, -0.66, 0.26, 0.35, 0.34, -0.03, 0.34, 0.40, -0.66, 0.35, -0.52, -0.69, 0.29, 0.08, 0.40, 0.04, 0.37, 0.35, -0.95, 0.53, -0.60, -0.90, 0.33, 0.30, 0.35, 0.35, 0.36, 0.25, -1.01, 0.60, -0.63, -0.93, 0.32, 0.31, 0.36, 0.35, 0.36, 0.28, -0.88, 0.37, -0.53, -0.98, 0.23, 0.32, 0.44, 0.30, 0.39, 0.33, -0.83, 0.45, -0.63, -1.14, 0.35, 0.30, 0.34, 0.30, 0.57, 0.37, -0.93, 0.38, -0.55, -0.92, 0.33, 0.28, 0.38, 0.27, 0.38, 0.38, -0.96, 0.42, -0.55, -0.98, 0.30, 0.31, 0.40, 0.31, 0.39, 0.30],
  "total_charge": 1,
  "multiplicity": 1,
  "relative_energy_kj_mol": 461.71,
  "total_energy_ha": -7373.9995,
  "e_homo_ev": -9.862,
  "homo_lumo_gap_ev": 7.52
}


# 5
{
  "formula": "C2H3BrN4",
  "method": "wB97M-V/def2-TZVPD",
  "species": ["C", "C", "N", "N", "N", "N", "Br", "H", "H", "H"],
  "positions_angstrom": [[-1.93, -1.21, -0.32], [2.05, 0.96, 0.15], [-2.32, 0.07, 0.05], [-0.61, -1.30, -0.20], [-1.17, 0.74, 0.28], [-0.26, -0.14, 0.16], [3.58, 0.05, -0.13], [-2.70, -1.92, -0.54], [1.35, 0.82, 0.96], [2.00, 1.93, -0.41]],
  "mulliken_charge": [0.01, -0.13, -0.38, -0.69, -0.35, 0.32, 0.13, 0.41, 0.37, 0.31],
  "multiplicity": 1,
  "relative_energy_kj_mol": 407.48,
  "total_energy_ha": -2870.8457,
  "e_homo_ev": [-9.634, -9.633],
  "homo_lumo_gap_ev": [6.64, 6.63]
}